[1]
Molecular formula: C5H13NO
Method: DFT, ωB97M-V/def2-TZVPD

```
20
Properties=species:S:1:pos:R:3:mulliken_spin:R:1
C -0.59413 0.11053 -0.75943 0.940
C -0.28781 0.30951 0.70846 0.264
C 1.25056 0.38416 0.84714 0.255
C 0.99446 2.92012 1.52417 0.078
C 1.72346 1.84517 1.39786 -0.031
N -0.39112 1.29573 -1.63472 -0.137
H -1.63783 -0.26623 -0.69692 -0.273
H 0.02563 -0.73944 -1.07579 -0.050
H -0.74745 0.94717 1.39370 0.003
H -0.57318 -0.74985 0.89940 -0.456
H 1.94320 0.21151 -0.07606 0.007
H 1.43048 -0.38450 1.49747 -0.123
H 1.44904 3.94560 1.49231 -0.035
H -0.10197 2.82403 1.66735 0.002
H 2.79210 1.91190 1.79489 -0.027
H -0.73980 1.09793 -2.57669 -0.048
H -0.91808 2.12849 -1.29827 -0.005
H -1.82117 -6.70415 -1.52224 -0.436
H -2.30631 -5.26162 -1.72680 -0.429
O -1.49010 -5.82604 -1.85584 1.501
```

Calculated values
Largest force on an atom in eV Å⁻¹: 4.83
Energy relative to the best compared isomer or geometry (same formula, charge and spin) in kcal per mole: 74.29
Net charge: -1
LUMO (spin up / spin down) in eV: 3.27 / 3.20
2S+1: 2

[2]
Molecular formula: C52H56BiBr2F4O2PSe
Method: DFT, ωB97M-V/def2-TZVPD

```
119
Properties=species:S:1:pos:R:3:mulliken_charge:R:1
Bi 15.37276 11.12613 13.31802 2.642
C 14.13955 10.68756 16.11192 -0.982
C 15.32218 10.13019 16.61785 -0.393
C 16.37110 10.94873 17.01891 -0.034
C 16.17808 12.34063 16.99944 -0.329
C 14.97790 12.89209 16.60330 -0.028
C 13.92660 12.08011 16.18209 -0.393
H 13.37773 10.00821 15.72998 0.511
H 15.47319 9.04578 16.60949 0.337
H 17.36102 10.53233 17.29219 0.338
H 17.02547 13.03114 17.24286 0.335
H 14.83095 13.98089 16.66304 0.371
H 12.96036 12.50803 15.93496 0.423
C 21.33164 16.05712 11.06608 -1.764
C 20.95078 15.02355 9.97942 1.647
C 22.19186 14.20531 9.53394 -1.420
C 20.36975 15.73048 8.72598 -1.298
C 19.91900 14.02258 10.49793 -0.223
C 19.29562 14.10379 11.75003 0.050
C 18.43347 13.08155 12.13587 -0.053
Se 17.72900 13.14264 13.95351 0.118
C 18.88255 11.73839 14.58758 -0.295
C 20.10498 12.11655 15.13367 0.228
C 21.07666 11.18653 15.43821 -0.700
C 20.75043 9.84732 15.23141 0.047
C 19.52389 9.40447 14.77925 -0.409
C 18.49279 10.39713 14.47023 1.049
O 17.28690 10.00773 14.14077 -1.342
C 19.20077 7.94480 14.60539 1.994
C 20.38686 7.04927 14.97032 -2.316
C 18.78592 7.60848 13.15738 -1.343
C 18.03514 7.54618 15.55050 -1.163
C 22.46083 11.57231 16.01572 1.896
C 23.53835 10.99548 15.11867 -1.544
C 22.61225 13.08856 16.09069 -1.974
C 22.55416 10.95468 17.40720 -1.570
C 17.97334 12.08632 11.24748 0.555
O 16.89414 11.35798 11.49626 -1.283
C 18.68559 11.93765 10.01901 0.183
C 19.58308 12.92307 9.69692 -0.659
C 18.45994 10.83391 8.99035 2.232
C 19.82302 10.13634 8.86560 -1.569
C 18.15439 11.47439 7.62275 -1.465
C 17.42234 9.75036 9.26642 -1.416
H 22.10233 16.73872 10.66812 0.437
H 20.42958 16.64238 11.34757 0.274
H 21.74091 15.58822 11.98430 0.248
H 23.02533 14.87962 9.21398 0.428
H 22.55194 13.54262 10.34364 0.260
H 21.99725 13.53504 8.63986 0.285
H 21.08282 16.45793 8.30785 0.432
H 20.06744 14.97984 7.95509 0.229
H 19.47897 16.30430 9.05684 0.205
H 19.52974 14.95040 12.40787 0.438
H 20.29538 13.19117 15.23584 0.280
H 21.45538 9.04060 15.44518 0.337
H 21.24187 7.16144 14.25554 0.376
H 20.78364 7.22259 15.99819 0.414
H 20.04237 5.98560 14.91057 0.412
H 19.63373 7.82585 12.46378 0.239
H 18.52728 6.51722 13.04209 0.483
H 17.87717 8.15578 12.86150 0.036
H 18.31627 7.78821 16.59788 0.282
H 17.13674 8.08137 15.25989 -0.172
H 17.85129 6.41927 15.44010 0.485
H 23.22358 11.20756 14.05351 0.271
H 24.51871 11.48639 15.29926 0.435
H 23.65639 9.90058 15.24370 0.293
H 22.67171 13.55276 15.09017 0.280
H 21.77144 13.48228 16.67560 0.373
H 23.54990 13.33391 16.62501 0.468
H 22.45342 9.84838 17.38507 0.300
H 23.51622 11.20060 17.88655 0.444
H 21.73042 11.34940 18.03943 0.315
H 20.05384 12.84948 8.72975 0.130
H 20.63338 10.81922 8.47685 0.222
H 20.15095 9.79059 9.86248 0.262
H 19.82234 9.23853 8.18533 0.430
H 18.90415 12.22525 7.30913 0.248
H 18.07262 10.69153 6.83828 0.447
H 17.19844 12.02276 7.65044 0.130
H 17.49198 9.32688 10.26950 -0.004
H 16.38703 10.13621 9.16485 0.035
H 17.57244 8.93235 8.52301 0.524
F 8.01596 14.24274 11.00477 -0.277
C 9.33966 14.14359 11.26271 0.494
C 10.24767 14.96066 10.61626 0.400
F 9.83917 15.94961 9.79045 -0.295
C 11.61536 14.79764 10.78176 0.196
F 12.46354 15.67401 10.18179 -0.401
C 12.09172 13.72388 11.53370 -0.165
P 13.86836 13.24839 11.48143 -0.442
C 14.67892 14.79384 12.02061 1.570
C 15.82835 15.30054 11.35880 -0.539
C 16.35233 16.53210 11.77889 -0.767
C 15.73880 17.26397 12.79890 -0.783
C 14.63165 16.75054 13.41589 -0.826
C 14.09637 15.51593 13.05804 -0.661
C 14.02795 13.01366 9.69146 1.375
C 13.68642 11.75056 9.23208 -0.951
C 13.53467 11.53748 7.86141 -0.527
C 13.81187 12.50941 6.94169 -0.619
C 14.12728 13.78726 7.40906 -0.797
C 14.27107 14.04347 8.77058 -0.308
C 11.14089 12.90880 12.20625 0.032
Br 11.69498 11.39529 13.24698 -0.072
C 9.78155 13.10784 12.05072 0.315
F 8.88809 12.26505 12.59164 -0.317
H 16.27381 14.71661 10.53692 0.369
H 17.18688 16.98382 11.25523 0.451
H 16.16538 18.20938 13.12432 0.412
H 14.16065 17.31726 14.21562 0.419
H 13.19270 15.10875 13.52273 0.435
H 13.52346 10.95070 9.93410 0.304
H 13.21649 10.55586 7.48877 0.391
H 13.76746 12.32209 5.86896 0.406
H 14.33264 14.57803 6.67502 0.397
H 14.56730 15.03598 9.09971 0.362
Br 14.54685 8.77259 12.07883 -0.583
```

Calculated values
Largest force on an atom in eV Å⁻¹: 3.95
Energy relative to the best compared isomer or geometry (same formula, charge and spin) in kcal per mole: 12.47
LUMO in eV: -0.59

[3]
Molecular formula: C10H13ClNO
Method: DFT, ωB97M-V/def2-TZVPD

```
26
Properties=species:S:1:pos:R:3:mulliken_charge:R:1
C 1.50421 -1.27906 -0.75322 -0.406
C 1.48606 1.10943 -0.90860 -0.537
C 2.70267 -1.30327 -1.38623 -0.508
C 2.66074 1.01546 -1.58482 -0.439
C 0.83317 -0.07658 -0.55070 0.479
C 3.33702 -0.12320 -1.77866 0.213
C -0.94829 0.56278 1.92794 0.055
C -0.91360 0.00897 0.54722 0.674
C -2.02225 0.10545 2.94469 -1.547
C -2.06065 -1.25932 -1.07177 -0.723
N -1.33395 1.51587 0.85872 -0.264
O -1.75644 -0.88482 0.23509 -0.376
Cl 4.82565 -0.27940 -2.60098 -0.159
H 1.07853 -2.16624 -0.45695 0.539
H 0.99907 2.13914 -0.90261 0.137
H 3.13283 -2.24531 -1.58045 0.436
H 3.07663 1.93837 -2.19484 0.231
H 0.02500 0.68931 2.44187 0.399
H -2.13867 0.86514 3.73516 0.394
H -1.66895 -0.72888 3.32029 0.455
H -2.97763 0.03005 2.50740 0.381
H -2.92322 -0.51993 -1.47824 0.263
H -2.71135 -2.13609 -1.05374 0.272
H -1.19666 -1.03645 -1.65182 0.428
H -2.32773 1.76846 0.77512 0.311
H -0.68221 2.29016 0.66013 0.291
```

Calculated values
Largest force on an atom in eV Å⁻¹: 5.71
Energy relative to the best compared isomer or geometry (same formula, charge and spin) in kcal per mole: 0.00
Net charge: +1
LUMO in eV: -3.01